No. 1
{"formula": "C25H22N2O2", "method": "ωB97M-V/def2-TZVPD", "species": ["C", "C", "N", "C", "C", "C", "C", "N", "O", "O", "C", "C", "H", "H", "H", "H", "H", "C", "C", "C", "C", "C", "C", "C", "C", "C", "C", "C", "C", "C", "C", "C", "C", "C", "H", "H", "H", "H", "H", "H", "H", "H", "H", "H", "H", "H", "H", "H", "H", "H", "H"], "xyz": [[0.9474, 0.3979, -2.6875], [-0.0119, 1.4010, -2.7193], [-0.8762, 2.1917, -2.8468], [2.3116, 0.6940, -2.8611], [3.2725, -0.3722, -2.9449], [4.6202, -0.1160, -3.0356], [5.0834, 1.2156, -3.0745], [6.4725, 1.4868, -3.0852], [6.8624, 2.6718, -3.1039], [7.2870, 0.5426, -3.0741], [4.1607, 2.2805, -3.0764], [2.8119, 2.0330, -2.9894], [0.6273, -0.6471, -2.6459], [2.8992, -1.3911, -2.9510], [5.3407, -0.9296, -3.0515], [4.5543, 3.2936, -3.1211], [2.0999, 2.8584, -3.0320], [-7.9935, 0.2996, 1.3396], [-6.5346, 0.4517, 1.0409], [-6.0709, 1.5754, 0.3477], [-4.7169, 1.7598, 0.1062], [-3.7472, 0.7960, 0.5321], [-2.3508, 1.0357, 0.3111], [-1.3446, 0.1015, 0.5942], [-0.0109, 0.4222, 0.8501], [0.9226, -0.5175, 1.3998], [2.0389, -0.1008, 2.1916], [2.8862, -1.0283, 2.7857], [2.6893, -2.4045, 2.6151], [3.6527, -3.4001, 3.1820], [1.5770, -2.8252, 1.8748], [0.7195, -1.9152, 1.2842], [-4.2465, -0.3379, 1.2278], [-5.6020, -0.5065, 1.4534], [-8.1868, -0.6245, 1.8944], [-8.3568, 1.1454, 1.9395], [-8.5848, 0.2746, 0.4147], [-6.7868, 2.3191, -0.0064], [-4.3754, 2.6530, -0.4106], [-2.0742, 2.0429, -0.0108], [-1.6561, -0.9395, 0.7298], [0.2936, 1.4662, 0.8118], [2.1907, 0.9598, 2.3717], [3.7422, -0.6853, 3.3716], [3.3491, -4.4198, 2.9213], [4.6659, -3.2346, 2.7924], [3.7000, -3.3253, 4.2751], [1.4165, -3.8965, 1.7510], [-0.1480, -2.2893, 0.7340], [-3.5432, -1.0749, 1.6182], [-5.9772, -1.3880, 1.9659]], "atomic_forces_ev_per_a": [[0.219, -0.411, 0.458], [-1.965, 1.066, -0.589], [1.259, -1.069, 0.629], [0.871, -0.033, -0.203], [-0.270, 0.638, 0.046], [0.180, 0.211, 0.089], [-1.183, -0.328, 0.120], [2.344, 0.532, -0.105], [-0.751, -1.276, 0.033], [-1.217, 0.818, 0.006], [0.370, -0.134, 0.087], [-0.184, -0.377, 0.028], [-0.011, 0.460, -0.049], [0.125, 0.043, 0.105], [-0.112, 0.206, -0.072], [-0.160, -0.218, -0.068], [0.205, -0.199, 0.119], [-0.265, -0.112, 0.056], [0.338, 0.104, -0.203], [0.299, 0.114, -0.068], [0.423, -0.496, 0.241], [-1.326, 0.111, -0.075], [0.908, -0.263, 0.375], [-0.465, 0.241, -0.200], [-0.450, 0.129, -0.237], [0.808, -0.750, 0.745], [-0.550, -0.237, -0.403], [-0.045, 0.144, -0.177], [-0.216, 0.341, -0.258], [0.089, -0.230, 0.114], [0.170, 0.015, -0.052], [-0.271, 0.166, 0.042], [0.356, 0.141, -0.256], [-0.042, 0.143, -0.024], [-0.004, 0.194, -0.103], [0.080, -0.197, -0.143], [0.126, 0.022, 0.187], [0.208, -0.154, 0.134], [-0.029, -0.148, 0.000], [0.067, -0.248, 0.085], [0.126, 0.468, 0.080], [-0.039, -0.092, -0.129], [0.068, -0.096, -0.152], [-0.295, -0.038, -0.154], [0.108, 0.187, 0.087], [-0.224, -0.004, 0.089], [0.022, -0.001, -0.179], [-0.065, 0.273, -0.024], [0.422, 0.101, 0.062], [-0.265, 0.155, -0.127], [0.213, 0.087, 0.035]], "largest_force_ha_per_bohr": 0.047, "gap_ev": 3.2, "homo_ev": -6.153}

No. 2
{"formula": "C25H22N7O3STi", "method": "ωB97M-V/def2-TZVPD", "species": ["Ti", "O", "C", "O", "C", "C", "C", "N", "C", "C", "C", "C", "C", "C", "C", "N", "C", "C", "C", "C", "C", "N", "H", "H", "H", "H", "H", "H", "H", "H", "H", "H", "C", "S", "O", "C", "C", "C", "C", "C", "C", "H", "H", "H", "H", "H", "H", "H", "H", "N", "C", "N", "N", "C", "N", "H", "H", "H", "H"], "xyz": [[0.2464, 0.2685, 0.9367], [4.6729, -3.5468, -2.9723], [4.2302, -3.6010, -1.8425], [4.5304, -4.2336, -0.8160], [3.0233, -2.6917, -1.5058], [3.1226, -1.3140, -1.7042], [2.2247, -0.4787, -1.0763], [1.2086, -0.9601, -0.3390], [1.0394, -2.2890, -0.2391], [1.9182, -3.1807, -0.8282], [-0.0591, -2.6769, 0.6625], [-0.5062, -3.9832, 0.8030], [-1.5159, -4.2666, 1.7027], [-2.0669, -3.2204, 2.4359], [-1.5881, -1.9453, 2.2348], [-0.5946, -1.6496, 1.3744], [2.3160, 1.0087, -1.0987], [3.1513, 1.7000, -1.9614], [3.1781, 3.0847, -1.9114], [2.3660, 3.7461, -1.0071], [1.5424, 2.9903, -0.1926], [1.5100, 1.6577, -0.2300], [3.9548, -0.9376, -2.2814], [1.8397, -4.2423, -0.6536], [-0.0634, -4.7672, 0.2079], [-1.8717, -5.2783, 1.8325], [-2.8557, -3.3958, 3.1530], [-1.9926, -1.1003, 2.7849], [3.7682, 1.1646, -2.6660], [3.8228, 3.6409, -2.5775], [2.3566, 4.8239, -0.9439], [0.8718, 3.4645, 0.5190], [2.5604, 0.7982, 4.7567], [1.2376, -0.1325, 3.9896], [0.8097, 0.7754, 2.8247], [2.1371, -1.4559, 3.2203], [1.7817, -2.7564, 3.5477], [2.3701, -3.8099, 2.8577], [3.2769, -3.5556, 1.8384], [3.6270, -2.2444, 1.5217], [3.0665, -1.1862, 2.2147], [3.3061, 1.0482, 4.0065], [2.9945, 0.1834, 5.5416], [2.1167, 1.6952, 5.1824], [1.0376, -2.9399, 4.3108], [2.0957, -4.8260, 3.0998], [3.6985, -4.3512, 1.2410], [4.3210, -2.0791, 0.7097], [3.3143, -0.1608, 1.9494], [-6.0970, 2.1212, 0.5641], [-4.9671, 1.4388, 0.3420], [-5.0362, 0.1810, -0.1318], [-3.8312, 2.0431, 0.6234], [-2.7059, 1.4448, 0.4569], [-1.6483, 0.9987, 0.2766], [-7.0061, 1.7603, 0.3365], [-6.0154, 3.0634, 0.9090], [-5.9094, -0.2189, -0.4252], [-4.1903, -0.3016, -0.3886]], "atomic_forces_ev_per_a": [[-0.635, 1.067, 0.364], [0.436, 0.155, -0.753], [-0.964, 0.050, 0.361], [0.410, -0.382, 0.401], [0.090, 0.124, -0.388], [-0.064, 0.048, 0.123], [0.165, 0.226, -0.294], [0.465, -0.622, -0.546], [-0.131, -0.307, -0.113], [-0.140, 0.135, 0.123], [-0.024, 0.272, 0.067], [-0.039, -0.062, 0.025], [0.037, 0.125, -0.031], [-0.015, -0.085, 0.001], [0.114, 0.298, -0.020], [-0.259, -0.762, -0.007], [-0.099, 0.011, -0.028], [0.035, 0.007, 0.040], [0.006, -0.068, -0.011], [-0.053, 0.000, 0.036], [-0.064, 0.125, 0.090], [0.205, 0.050, -0.276], [0.035, 0.012, -0.024], [0.010, -0.078, 0.000], [0.019, -0.035, -0.017], [-0.001, -0.040, -0.011], [-0.016, 0.027, 0.015], [0.006, -0.079, -0.020], [0.028, -0.021, -0.029], [0.019, -0.005, -0.020], [-0.016, 0.013, 0.028], [0.076, -0.047, -0.077], [-0.121, -0.040, -0.101], [0.281, -0.307, 0.232], [0.100, 0.041, 0.150], [-0.066, 0.038, 0.019], [0.003, 0.093, 0.008], [0.078, 0.106, -0.051], [-0.065, 0.016, 0.291], [0.121, 0.057, 0.266], [0.048, 0.019, -0.049], [0.017, 0.022, -0.031], [0.000, -0.056, 0.030], [-0.003, 0.021, 0.001], [-0.039, -0.018, 0.065], [-0.010, -0.074, 0.026], [0.126, -0.036, -0.038], [0.077, 0.002, 0.092], [0.015, -0.078, 0.046], [0.128, -0.094, -0.050], [-0.234, -0.229, -0.064], [-0.109, 0.155, 0.024], [-0.216, 0.421, 0.226], [0.174, 0.043, -0.373], [0.073, -0.193, 0.283], [0.037, -0.008, 0.006], [-0.004, -0.060, -0.020], [-0.016, -0.031, -0.008], [-0.032, 0.037, 0.014]], "multiplicity": 3, "charge": 1, "largest_force_ha_per_bohr": 0.025, "gap_ev": [5.7, 6.8], "homo_ev": [-8.806, -10.039]}

No. 3
{"formula": "C25H23B2BrCuF6N5O2S", "method": "ωB97M-V/def2-TZVPD", "species": ["Cu", "Br", "C", "C", "C", "C", "C", "C", "N", "N", "C", "C", "C", "C", "O", "C", "N", "C", "C", "C", "C", "H", "H", "H", "H", "H", "H", "H", "H", "H", "F", "B", "F", "F", "B", "F", "F", "F", "C", "C", "C", "O", "C", "H", "H", "H", "H", "H", "H", "H", "H", "N", "C", "S", "C", "C", "C", "N", "C", "C", "H", "H", "H", "H", "H", "H"], "xyz": [[0.3017, -0.7608, -0.2126], [-4.6711, -4.1410, -6.1724], [-5.3060, -3.3433, -4.5630], [-4.9427, -2.0419, -4.2565], [-5.3959, -1.4650, -3.0937], [-6.2347, -2.1756, -2.2097], [-6.6016, -3.4888, -2.5656], [-6.1277, -4.0745, -3.7180], [-6.8198, -1.6312, -1.1057], [-6.3677, -0.6107, -0.4954], [-5.0891, -0.2153, -0.3973], [-4.8215, 1.1609, -0.3128], [-3.5314, 1.6394, -0.2682], [-2.4486, 0.7731, -0.2838], [-1.1383, 1.2557, -0.3626], [-2.6500, -0.6204, -0.2654], [-1.5807, -1.4524, -0.2378], [-1.7721, -2.7577, -0.1517], [-3.0315, -3.3249, -0.0169], [-4.1428, -2.5087, -0.0758], [-3.9806, -1.1327, -0.2652], [-4.3029, -1.4871, -4.9271], [-5.1286, -0.4439, -2.8658], [-7.2377, -4.0450, -1.8953], [-6.3841, -5.0939, -3.9726], [-5.6495, 1.8471, -0.3824], [-3.3548, 2.7044, -0.2588], [-0.8882, -3.3748, -0.1748], [-3.1292, -4.3906, 0.1202], [-5.1332, -2.9304, 0.0308], [-1.3027, 3.0882, 1.1072], [-0.6581, 2.3287, 0.2201], [0.5391, 2.7884, -0.1053], [1.3533, -4.9504, -0.9529], [1.7773, -3.7849, -0.3714], [1.2724, -2.6803, -1.1061], [3.1545, -3.7090, -0.3424], [1.2784, -3.6909, 0.9221], [0.4937, -0.0468, 4.5159], [-0.9956, 0.2246, 4.3242], [-1.1928, -0.1177, 2.8428], [0.0711, 0.0354, 2.2023], [1.0408, 0.4177, 3.1670], [0.6742, -1.1147, 4.6414], [0.9266, 0.4960, 5.3546], [-1.2075, 1.2814, 4.4957], [-1.6300, -0.3733, 4.9753], [-1.9214, 0.5429, 2.3625], [-1.5197, -1.1546, 2.7072], [1.1589, 1.5115, 3.1537], [1.9922, -0.0430, 2.9019], [7.1338, -0.8507, 0.7191], [6.4301, 0.0715, 0.0171], [7.2458, 1.3142, -0.7190], [4.9878, -0.0347, -0.0171], [4.2796, -0.9177, 0.8128], [2.9057, -0.9453, 0.7642], [2.1820, -0.1485, -0.0286], [2.8449, 0.6661, -0.8570], [4.2186, 0.7558, -0.8837], [8.1354, -0.8029, 0.6430], [6.7199, -1.7413, 0.9431], [4.7808, -1.5750, 1.5017], [2.3557, -1.6480, 1.3722], [2.2363, 1.2835, -1.5040], [4.7141, 1.4285, -1.5673]], "atomic_forces_ev_per_a": [[-0.232, -0.085, 0.056], [0.001, 0.003, 0.015], [0.065, -0.071, -0.114], [0.067, -0.151, -0.230], [-0.090, 0.002, 0.240], [0.286, 0.051, -0.638], [0.209, 0.135, 0.123], [0.096, -0.026, -0.186], [-1.082, -1.677, 0.149], [-0.081, 1.886, 0.628], [0.063, -0.246, -0.009], [-0.083, -0.051, 0.033], [0.438, -0.270, -0.112], [-0.456, 0.125, 0.138], [-0.432, -0.943, -0.727], [-0.165, 0.273, -0.065], [0.730, -0.020, -0.079], [0.034, -0.028, 0.026], [-0.359, 0.004, 0.046], [0.313, -0.105, -0.018], [0.232, 0.220, -0.026], [0.027, 0.032, -0.061], [0.045, 0.047, 0.006], [-0.151, -0.007, 0.096], [-0.051, -0.009, 0.022], [-0.153, 0.035, 0.083], [0.005, 0.115, -0.030], [0.120, -0.054, 0.047], [0.028, -0.061, -0.031], [-0.016, 0.084, -0.076], [-0.306, -0.103, 0.262], [0.113, 1.076, 0.686], [0.691, -0.080, -0.260], [-0.272, -0.700, -0.403], [-0.112, -0.044, -0.226], [-0.121, 0.296, -0.389], [0.991, 0.120, 0.028], [-0.354, 0.213, 0.983], [0.003, 0.113, -0.277], [0.083, -0.029, -0.199], [-0.646, -0.135, 0.164], [0.176, 0.133, 0.040], [0.227, 0.158, 0.323], [0.039, -0.034, 0.034], [0.047, -0.026, 0.013], [-0.031, -0.005, 0.042], [-0.054, 0.021, -0.011], [0.033, -0.111, 0.029], [0.004, 0.095, -0.009], [0.056, -0.091, 0.019], [-0.048, 0.096, 0.055], [-0.617, -0.048, -0.250], [1.961, 0.424, -0.071], [-0.102, -0.117, 0.106], [-1.974, -0.367, 0.128], [0.593, 0.515, -0.380], [-0.244, 0.020, 0.007], [0.223, -0.338, -0.245], [-0.197, 0.093, 0.125], [0.475, -0.202, 0.201], [-0.002, 0.023, 0.005], [0.026, 0.008, 0.025], [0.010, -0.126, 0.118], [-0.071, -0.073, 0.013], [0.020, -0.017, -0.005], [-0.029, 0.033, 0.007]], "multiplicity": 2, "charge": -1, "largest_force_ha_per_bohr": 0.039, "gap_ev": [3.8, 5.1], "homo_ev": [-3.031, -4.322]}

No. 4
{"formula": "C25H23BBrN9Sn", "method": "ωB97M-V/def2-TZVPD", "species": ["Sn", "C", "C", "N", "N", "C", "B", "N", "C", "C", "C", "N", "N", "C", "C", "C", "N", "N", "C", "C", "C", "N", "H", "H", "H", "H", "H", "H", "H", "H", "H", "H", "H", "H", "Br", "C", "C", "C", "C", "C", "C", "C", "C", "C", "C", "H", "H", "H", "H", "H", "H", "C", "C", "C", "N", "H", "H", "H", "H", "H"], "xyz": [[-0.9038, -0.1060, 1.0227], [-2.6260, 2.5376, -2.1239], [-1.9726, 2.2668, -0.9321], [-1.7814, 0.9538, -0.7932], [-2.3045, 0.3467, -1.8913], [-2.8259, 1.2964, -2.6954], [-2.3652, -1.2008, -1.9365], [-0.9345, -1.7859, -1.7591], [-0.3311, -2.7604, -2.4658], [0.8848, -3.0550, -1.8845], [0.9581, -2.1969, -0.7959], [-0.1349, -1.4315, -0.7292], [-3.2284, -1.6608, -0.7425], [-4.4208, -2.2860, -0.6769], [-4.7145, -2.5503, 0.6454], [-3.6339, -2.0222, 1.3507], [-2.7526, -1.4836, 0.5096], [-2.9561, -1.7708, -3.2500], [-3.3447, -3.0205, -3.4741], [-3.7545, -3.1179, -4.8398], [-3.5467, -1.8288, -5.3709], [-3.0104, -1.0752, -4.4421], [-2.9368, 3.4942, -2.5038], [-1.6401, 2.9474, -0.1664], [-3.2950, 1.0452, -3.6235], [-0.7781, -3.1972, -3.3407], [1.6026, -3.7919, -2.1982], [1.7395, -2.1097, -0.0583], [-5.0156, -2.5032, -1.5474], [-5.5783, -3.0578, 1.0368], [-3.4552, -2.0243, 2.4143], [-3.3369, -3.7794, -2.7052], [-4.0643, -4.0011, -5.3784], [-3.6960, -1.4802, -6.3798], [0.7950, 0.3942, 4.5163], [2.6630, 0.0598, 4.4171], [3.3478, -0.3615, 5.5204], [4.7331, -0.5816, 5.4337], [5.4092, -0.3703, 4.2647], [4.7749, 0.0620, 3.0878], [5.4187, 0.2353, 1.8418], [4.7465, 0.5557, 0.7003], [3.3364, 0.8162, 0.7379], [2.8894, 0.6187, 1.9590], [3.3203, 0.2706, 3.1889], [2.8272, -0.5353, 6.4519], [5.2653, -0.9272, 6.3089], [6.4759, -0.5542, 4.2178], [6.4935, 0.1099, 1.7952], [5.2315, 0.6614, -0.2607], [2.7788, 1.1311, -0.1318], [1.1150, 5.4823, 0.1244], [1.1635, 4.7384, 1.4705], [0.8346, 3.3400, 1.3538], [0.5817, 2.2201, 1.2519], [1.4640, 6.5008, 0.2736], [0.0988, 5.5268, -0.2636], [1.7531, 5.0041, -0.6165], [0.4716, 5.1981, 2.1804], [2.1652, 4.8138, 1.9019]], "atomic_forces_ev_per_a": [[-0.781, -0.741, -0.952], [-0.096, -0.164, 0.022], [-0.034, 0.011, -0.001], [0.307, -0.200, 0.541], [-0.123, 0.011, -0.415], [0.102, 0.169, 0.174], [0.299, 0.516, 0.752], [-0.138, -0.037, -0.316], [0.242, -0.083, 0.084], [-0.099, 0.001, -0.047], [-0.053, 0.050, 0.034], [0.001, 0.224, 0.422], [-0.143, -0.152, -0.325], [-0.195, -0.137, 0.359], [0.119, 0.060, -0.126], [-0.126, -0.065, -0.056], [0.426, 0.169, 0.188], [-0.469, -1.722, -0.189], [0.262, 0.804, 1.069], [-0.152, -0.112, -0.951], [0.288, -0.241, 0.610], [-0.015, 1.139, -0.781], [0.020, -0.002, -0.053], [0.017, -0.012, 0.008], [-0.050, -0.039, -0.144], [0.032, 0.037, -0.051], [0.013, 0.019, -0.029], [0.002, 0.045, 0.041], [0.012, 0.055, -0.038], [-0.024, 0.041, 0.011], [-0.004, 0.074, 0.013], [0.017, -0.048, -0.035], [-0.080, -0.081, 0.148], [0.006, 0.094, 0.008], [0.410, -0.032, -0.098], [-0.405, 0.010, 0.155], [-0.088, 0.029, -0.207], [0.113, 0.031, -0.055], [0.268, -0.091, 0.191], [-0.637, 0.165, -0.306], [0.268, -0.002, -0.110], [0.127, -0.148, 0.300], [-0.949, 0.234, -0.248], [1.336, -0.234, -0.400], [-0.321, 0.077, 0.815], [-0.027, 0.041, -0.003], [0.024, 0.014, -0.001], [-0.013, -0.014, -0.045], [-0.018, -0.066, 0.043], [0.005, 0.024, 0.000], [0.054, 0.120, 0.028], [-0.055, -0.114, -0.016], [0.138, 0.765, -0.057], [-0.096, -0.521, 0.064], [0.274, 0.189, -0.148], [-0.002, 0.002, 0.010], [-0.002, -0.007, -0.002], [0.024, 0.019, 0.003], [0.035, -0.092, 0.054], [-0.045, -0.081, 0.060]], "multiplicity": 2, "charge": 3, "largest_force_ha_per_bohr": 0.035, "gap_ev": [5.9, 4.4], "homo_ev": [-16.456, -16.456]}